A molecular structure, C39H44AsClInN2O2P2 in a non-equilibrium geometry. Source: the OMol25 dataset; level of theory: ωB97M-V with the def2-TZVPD basis set.

```
92
C39H44AsClInN2O2P2, DFT ωB97M-V with the def2-TZVPD basis set
In 0.177 0.821 0.025
O -0.601 3.410 3.230
C -0.228 2.521 2.488
O -0.383 2.504 1.195
C 0.498 1.313 3.058
C 0.855 1.289 4.388
C 1.574 0.235 4.922
C 1.905 -0.800 4.028
C 1.464 -0.731 2.718
N 0.783 0.317 2.234
H 0.577 2.159 4.997
H 1.841 0.217 5.963
H 2.440 -1.656 4.392
H 1.617 -1.531 1.994
C 3.226 2.666 0.850
P 2.678 1.337 -0.303
C 3.751 -0.032 0.249
C 3.187 1.726 -1.986
C 4.228 1.029 -2.626
C 4.592 1.382 -3.899
C 3.935 2.429 -4.566
C 2.982 3.165 -3.893
C 2.550 2.800 -2.637
P 1.191 3.613 -1.644
C 1.957 5.276 -1.390
C -0.088 4.078 -2.869
H 4.229 2.942 0.542
H 3.212 2.285 1.844
H 2.534 3.501 0.805
H 4.792 0.269 0.286
H 3.595 -0.892 -0.421
H 3.430 -0.317 1.247
H 4.736 0.254 -2.087
H 5.339 0.807 -4.424
H 4.234 2.608 -5.564
H 2.479 3.969 -4.430
H 2.072 5.741 -2.331
H 2.928 5.168 -0.899
H 1.316 5.882 -0.738
H 0.306 4.718 -3.660
H -0.809 4.635 -2.258
H -0.656 3.219 -3.281
C 0.496 -4.510 -2.039
C 1.384 -3.224 -2.191
C 1.039 -2.424 -3.484
C 2.853 -3.618 -2.194
C 1.146 -2.325 -1.063
N 0.896 -1.546 -0.261
H 0.725 -5.184 -2.888
H -0.554 -4.297 -2.012
H 0.769 -5.064 -1.148
H 1.352 -2.959 -4.386
H 1.522 -1.465 -3.460
H -0.035 -2.261 -3.601
H 2.988 -4.294 -3.031
H 3.124 -4.151 -1.287
H 3.556 -2.795 -2.385
C -1.281 -3.315 4.474
C -1.405 -1.934 4.655
C -1.752 -1.119 3.572
C -1.894 -1.670 2.297
C -1.764 -3.038 2.112
C -1.493 -3.842 3.225
As -2.166 -0.448 0.786
C -3.545 0.693 1.440
C -4.615 0.179 2.150
C -5.538 1.027 2.710
C -5.396 2.397 2.568
C -4.330 2.935 1.854
C -3.383 2.075 1.290
C -3.048 -1.486 -0.636
C -4.282 -1.042 -1.124
C -4.880 -1.648 -2.236
C -4.258 -2.739 -2.832
C -3.030 -3.207 -2.363
C -2.420 -2.566 -1.279
H -1.103 -4.011 5.313
H -1.349 -1.483 5.652
H -1.915 -0.078 3.772
H -1.854 -3.470 1.142
H -1.388 -4.913 3.082
H -4.690 -0.894 2.335
H -6.372 0.591 3.287
H -6.087 3.061 3.105
H -4.131 4.000 1.811
H -2.548 2.526 0.738
H -4.740 -0.195 -0.660
H -5.798 -1.292 -2.636
H -4.698 -3.175 -3.698
H -2.493 -3.990 -2.903
H -1.451 -2.965 -0.917
Cl -0.608 0.824 -2.200
```

Output
Energy relative to the best compared isomer or geometry (same formula, charge and spin) (kcal per mole): 0.0
Lowest unoccupied orbital energy (eV): -2.4
HOMO (eV): -10.86
Charge: +1
Frontier orbital gap (eV): 8.462
2S+1: 1

---

A molecular structure, C39H44AsN6O7PPbS in a non-equilibrium geometry. Source: the OMol25 dataset; level of theory: ωB97M-V with the def2-TZVPD basis set.

```
100
C39H44AsN6O7PPbS, DFT ωB97M-V with the def2-TZVPD basis set
Pb -0.029 -0.918 -0.223
N 1.438 -0.027 -1.948
C 2.704 0.441 -1.378
C 3.482 1.339 -2.336
C 3.959 0.666 -3.628
C 4.915 -0.507 -3.437
N 4.218 -1.690 -2.950
C 4.786 -2.824 -2.566
N 6.092 -3.026 -2.760
N 4.033 -3.757 -1.987
C 2.416 1.196 -0.023
O 3.220 2.014 0.365
O 1.351 0.849 0.583
H 1.569 -0.527 -2.822
H 0.870 0.809 -2.175
H 3.304 -0.424 -1.072
H 4.328 1.750 -1.784
H 2.839 2.178 -2.610
H 4.487 1.419 -4.214
H 3.108 0.343 -4.231
H 5.698 -0.227 -2.726
H 5.383 -0.743 -4.398
H 3.220 -1.617 -2.814
H 6.622 -2.400 -3.343
H 6.546 -3.873 -2.459
H 3.104 -3.527 -1.590
H 4.437 -4.650 -1.755
O 0.188 -0.733 3.755
C -0.369 0.309 3.617
O -0.658 0.784 2.340
C -0.907 1.228 4.626
C -0.864 1.060 6.003
C -1.473 2.014 6.804
C -2.106 3.116 6.245
C -2.154 3.291 4.866
C -1.548 2.342 4.065
P -1.377 2.226 2.275
C -2.912 1.837 1.418
C -3.726 0.884 2.028
C -4.902 0.495 1.418
C -5.267 1.062 0.207
C -4.466 2.024 -0.388
C -3.283 2.422 0.215
C -0.257 3.457 1.611
C 0.158 3.366 0.287
C 1.119 4.243 -0.177
C 1.659 5.199 0.668
C 1.221 5.303 1.979
C 0.258 4.436 2.459
H -0.381 0.195 6.428
H -1.463 1.900 7.877
H -2.588 3.837 6.887
H -2.665 4.140 4.438
H -3.440 0.464 2.986
H -5.531 -0.245 1.890
H -6.181 0.743 -0.269
H -4.767 2.464 -1.326
H -2.655 3.175 -0.238
H -0.232 2.595 -0.357
H 1.453 4.165 -1.199
H 2.434 5.859 0.311
H 1.642 6.048 2.637
H -0.085 4.518 3.480
S -4.236 -3.418 0.683
C -3.156 -4.430 -0.177
C -1.881 -3.989 -0.028
N -1.746 -2.879 0.743
C -2.897 -2.476 1.182
H -3.511 -5.275 -0.728
H -0.999 -4.435 -0.459
H -3.016 -1.603 1.795
O -3.321 -1.339 -1.236
C -2.879 -0.390 -1.850
N -1.638 0.167 -1.634
C -1.465 1.244 -2.458
O -0.443 1.916 -2.508
C -2.685 1.418 -3.282
C -3.013 2.325 -4.268
C -4.245 2.167 -4.898
C -5.101 1.130 -4.556
C -4.768 0.219 -3.557
C -3.552 0.381 -2.927
H -2.347 3.132 -4.535
H -4.538 2.863 -5.668
H -6.047 1.033 -5.066
H -5.427 -0.592 -3.292
C 0.959 -3.533 2.456
As 2.057 -3.940 0.920
C 3.911 -3.633 1.465
C 1.838 -5.842 0.505
O 1.774 -3.057 -0.464
H 1.253 -4.192 3.272
H -0.093 -3.688 2.217
H 1.105 -2.496 2.756
H 4.102 -4.107 2.424
H 4.044 -2.556 1.567
H 4.627 -4.014 0.737
H 2.537 -6.441 1.085
H 2.000 -6.019 -0.560
H 0.822 -6.141 0.762
```

Output
Energy relative to the best compared isomer or geometry (same formula, charge and spin) (kcal per mole): 7.7
Lowest unoccupied orbital energy (eV): -4.8
HOMO (eV): -12.84
Charge: +2
Frontier orbital gap (eV): 8.079
2S+1: 1

---

Which of these has the lowest energy relative to the best compared isomer or geometry (same formula, charge and spin)?
C39H44AsClInN2O2P2

---

Which of these has the highest energy relative to the best compared isomer or geometry (same formula, charge and spin)?
C39H44AsN6O7PPbS